Entry 1:
Here is a cluster of 11 separate species, C40H111N9O11 in total from the OMol25 dataset. Energies are from ωB97M-V/def2-TZVPD.

```
171
Properties=species:S:1:pos:R:3:mulliken_charge:R:1
C -3.68863 -0.39163 7.06303 -0.615
O -4.00023 0.83897 6.47036 -0.445
C -3.86253 0.87042 5.07328 0.220
C -4.01935 2.30613 4.49155 0.234
C -3.84648 2.25835 2.96369 -1.201
N -2.97004 3.15323 5.02691 -0.823
H -4.57271 -1.00990 6.90733 0.216
H -3.59619 -0.37224 8.14893 0.232
H -2.82018 -0.79970 6.54596 0.288
H -2.88939 0.48399 4.77034 -0.068
H -4.57603 0.17409 4.63265 0.245
H -4.98710 2.73169 4.75702 0.318
H -2.90330 1.88847 2.56157 -0.090
H -3.94800 3.21119 2.44417 0.428
H -4.64106 1.65663 2.52247 0.430
H -2.05747 2.87969 4.69150 0.444
H -3.08297 2.93529 6.00663 0.366
C 1.11156 -0.71372 -4.86546 -0.761
O -0.23886 -1.04855 -4.99403 -0.730
C -1.07942 0.15534 -5.05640 0.199
C -2.53891 -0.22477 -5.40074 1.100
C -2.59347 -0.89472 -6.79100 -1.557
N -3.53681 0.88116 -5.34891 -0.759
H 1.33791 -0.00552 -4.06839 0.052
H 1.64032 -0.41338 -5.77006 0.502
H 1.63061 -1.64484 -4.63809 0.357
H -1.09546 0.78067 -4.16376 -0.613
H -0.69790 0.81818 -5.83304 0.638
H -2.84603 -0.95558 -4.65261 -0.276
H -2.04655 -1.83420 -6.71134 0.338
H -2.14877 -0.31304 -7.59846 0.324
H -3.60602 -1.19996 -7.05497 0.391
H -4.47725 0.53588 -5.22060 0.299
H -3.39028 1.37072 -4.47773 0.247
C 4.05795 0.63442 -1.92380 0.162
O 4.68180 0.13616 -3.11915 -0.327
C 5.28966 1.10783 -3.96302 -0.547
C 5.75375 0.47943 -5.33216 0.583
C 6.72031 1.34408 -6.19639 -1.517
N 4.62697 0.11772 -6.11092 -0.730
H 3.66496 -0.21702 -1.36818 -0.202
H 3.18996 1.23363 -2.19885 -0.016
H 4.71023 1.21901 -1.27504 0.354
H 4.59840 1.93225 -4.13787 0.047
H 6.20646 1.36551 -3.43275 0.379
H 6.23528 -0.47131 -5.10343 0.281
H 7.36968 0.67763 -6.76406 0.366
H 7.36156 1.99046 -5.59714 0.364
H 6.12768 1.87349 -6.94245 0.369
H 4.98634 -0.55974 -6.76818 0.254
H 4.04116 -0.38995 -5.46346 0.161
C -3.84606 -1.83143 1.89349 -0.688
O -5.15709 -1.87935 2.40158 -0.293
C -5.71296 -3.18673 2.54141 -0.760
C -7.11762 -3.06825 3.07319 0.612
C -7.25669 -2.17216 4.31589 -1.358
N -7.74021 -4.35174 3.44546 -0.751
H -3.05362 -2.25259 2.51218 0.364
H -3.61341 -0.81703 1.56952 0.190
H -3.71340 -2.30242 0.91949 0.325
H -5.60851 -3.75944 1.61989 0.268
H -5.11110 -3.70697 3.28653 0.360
H -7.65896 -2.64140 2.22888 0.221
H -6.93466 -1.16358 4.05676 0.248
H -6.73164 -2.49724 5.21408 0.330
H -8.31249 -2.19323 4.58597 0.410
H -7.82869 -4.90028 2.60203 0.257
H -8.69997 -4.24111 3.73997 0.256
C 6.22380 2.82116 1.39180 -0.996
O 4.88964 2.38884 1.26605 -0.004
C 3.98942 3.30289 0.62571 -1.449
C 2.61477 2.64802 0.55224 1.790
C 1.62892 3.55986 -0.19520 -1.912
N 2.09846 2.45255 1.92770 -0.060
H 6.73415 2.90042 0.43192 0.300
H 6.76711 2.09969 2.00204 0.278
H 6.44185 3.75835 1.90387 0.335
H 4.02460 4.24787 1.16781 0.554
H 4.32534 3.48917 -0.39437 0.501
H 2.72571 1.68498 0.05390 -0.730
H 1.60098 4.54069 0.27946 0.799
H 0.59601 3.21173 -0.19480 0.156
H 1.96221 3.70903 -1.22222 0.374
H 1.85487 3.37808 2.25045 0.432
H 2.83505 2.09536 2.51926 -0.402
C -2.81674 -5.44715 0.43659 -0.736
O -2.68752 -4.27756 -0.25830 0.010
C -1.88735 -4.37129 -1.45829 -1.638
C -1.45245 -3.02536 -2.02700 3.274
C -2.56075 -1.98694 -2.08710 -0.250
N -0.92651 -3.24903 -3.37534 -0.631
H -3.27490 -6.26516 -0.11933 0.349
H -3.54708 -5.19324 1.20486 0.099
H -1.93840 -5.79803 0.97836 0.267
H -0.97564 -4.93881 -1.27172 0.533
H -2.49409 -4.87728 -2.20926 0.492
H -0.63821 -2.62860 -1.42062 -1.469
H -3.42929 -2.26463 -2.68429 0.404
H -2.13267 -1.10020 -2.55458 -0.461
H -2.80693 -1.67998 -1.07060 -0.431
H -0.63135 -2.48169 -3.96200 0.321
H -0.11138 -3.84464 -3.40534 0.254
C 4.08995 2.29724 4.81667 -0.606
O 2.72904 2.66314 4.82315 -0.360
C 1.96168 1.72704 5.56632 -0.570
C 0.50265 2.20735 5.65358 0.391
C -0.28897 1.46527 6.70507 -1.523
N -0.22302 2.08707 4.37441 -0.438
H 4.61067 3.19401 4.48087 0.177
H 4.36916 1.44046 4.20344 0.120
H 4.38419 1.99104 5.82054 0.442
H 1.92851 0.74826 5.08779 0.062
H 2.39944 1.63103 6.55993 0.549
H 0.45834 3.26997 5.89228 0.213
H 0.15134 1.60805 7.69190 0.500
H -0.14489 0.39380 6.56617 0.366
H -1.33657 1.76496 6.73367 0.285
H 0.40096 2.27624 3.60306 0.087
H -0.54271 1.13167 4.30302 0.073
C 3.88841 -0.70789 2.27896 -0.024
O 3.53547 -2.06948 2.25108 -0.537
C 2.14414 -2.19430 2.03130 -0.107
C 1.72431 -3.66557 1.94788 0.388
C 0.31787 -3.74454 1.30940 -0.034
N 1.61021 -4.24920 3.30829 -0.830
H 4.81086 -0.55038 2.83786 0.365
H 3.12661 -0.03845 2.67848 -0.140
H 4.10017 -0.38530 1.25955 0.114
H 1.61441 -1.70973 2.85148 0.089
H 1.85755 -1.74649 1.07975 -0.179
H 2.46391 -4.26229 1.41401 0.479
H -0.34990 -2.98363 1.71337 0.005
H -0.12477 -4.73777 1.38469 0.241
H 0.44210 -3.53876 0.24624 -0.506
H 1.17720 -5.14990 3.16218 0.258
H 2.49112 -4.65641 3.58807 0.275
C 1.66552 3.13963 -4.15687 -0.600
O 0.80013 4.10200 -3.54795 -0.427
C -0.54128 3.99265 -3.99314 -0.321
C -1.31263 5.21918 -3.47466 0.237
C -1.49869 5.26984 -1.90192 -1.055
N -2.67505 5.21075 -3.95967 -0.700
H 1.66109 2.08226 -3.89221 -0.045
H 2.68972 3.50256 -4.07082 0.204
H 1.48194 3.15521 -5.23118 0.681
H -0.65248 3.98458 -5.07743 0.368
H -0.85364 3.01319 -3.63094 0.071
H -0.81577 6.14929 -3.75055 0.350
H -0.52768 5.01521 -1.47719 -0.090
H -2.23579 4.53477 -1.57873 0.347
H -1.76742 6.21735 -1.43490 0.434
H -2.91038 6.19290 -3.96986 0.301
H -2.62127 5.00314 -4.94663 0.247
C 0.19595 0.38923 -0.96058 1.191
C -0.62791 0.37373 0.33938 0.223
O 0.26790 0.28265 1.46475 -0.007
H -0.42627 0.40898 -1.85531 -0.147
H 0.64087 -0.59736 -1.09012 -0.676
H 0.91796 1.17626 -1.17830 -0.373
H -1.24690 -0.50759 0.50735 -0.439
H -1.20655 1.29743 0.34754 0.329
H 0.81425 1.07110 1.50285 -0.005
C 3.06620 -3.17011 -2.49047 -0.440
C 2.84973 -4.73119 -2.45375 -0.468
O 1.77852 -5.09020 -3.20411 -0.513
H 2.12007 -2.73724 -2.16557 -0.170
H 3.32518 -2.76186 -3.46739 0.262
H 3.89306 -2.82163 -1.87162 0.457
H 2.68952 -5.03375 -1.41891 0.248
H 3.68105 -5.28863 -2.88535 0.348
H 1.61242 -6.02671 -3.07387 0.296
```

Calculated values
LUMO   0.5 eV
Energy above the lowest of the compared OMol25 structures with the same formula, charge and spin   77.7 kcal per mole
Largest force on an atom   2.98 eV/Å

=====

Entry 2:
Here is a cluster of 11 separate species, C40H111N9O13 in total from the OMol25 dataset. Energies are from ωB97M-V/def2-TZVPD.

```
173
Properties=species:S:1:pos:R:3:mulliken_charge:R:1
C 1.23059 -6.46922 -0.04861 -0.875
O 0.91210 -5.73659 -1.21605 -0.162
C -0.22347 -6.19195 -1.89279 -1.032
C -0.78042 -4.95772 -2.69030 1.225
C -1.20643 -3.79765 -1.81872 -0.822
N -1.96796 -5.32099 -3.43272 -0.862
H 1.73316 -7.40380 -0.29779 0.397
H 0.35006 -6.78337 0.51182 0.342
H 1.82425 -5.92100 0.68290 0.177
H -0.01862 -6.97223 -2.62578 0.353
H -0.89201 -6.72433 -1.21623 0.453
H -0.08124 -4.58243 -3.43758 -0.229
H -1.70446 -4.13659 -0.91033 0.080
H -1.74192 -3.02550 -2.37113 0.355
H -0.29582 -3.29724 -1.48935 0.061
H -2.43741 -4.57392 -3.92424 0.244
H -1.72722 -5.93738 -4.19575 0.289
C -3.44492 -2.08124 0.31738 -1.051
O -4.02466 -0.81869 0.58305 0.106
C -5.41888 -0.95765 0.91976 -1.327
C -6.17218 0.18008 0.18424 0.981
C -5.59094 1.55364 0.67840 -0.954
N -7.60026 0.13635 0.41486 -0.792
H -3.77239 -2.92328 0.92716 0.609
H -2.36712 -1.92377 0.27688 -0.151
H -3.68189 -2.27151 -0.72940 0.650
H -5.85767 -1.92658 0.68154 0.527
H -5.63653 -0.88719 1.98547 0.343
H -6.19538 0.23259 -0.90425 -0.065
H -5.71858 1.63532 1.75782 0.424
H -6.13869 2.34639 0.16887 0.560
H -4.54084 1.71273 0.43328 -0.254
H -7.78904 0.16929 1.40651 0.306
H -7.89158 1.02184 0.02608 0.294
C -2.16446 6.22387 1.35800 -1.050
O -2.40605 4.88411 1.85032 -0.185
C -2.31924 4.83901 3.26479 -1.034
C -3.25423 3.75679 3.84185 1.500
C -4.72957 4.14721 3.64089 -1.740
N -3.03805 3.66290 5.28228 -0.827
H -2.03281 6.16810 0.27742 0.241
H -1.26859 6.70708 1.74789 0.395
H -3.08575 6.78529 1.51335 0.368
H -1.28767 4.67363 3.57560 0.195
H -2.55071 5.82116 3.67698 0.650
H -3.04857 2.78590 3.39108 -0.385
H -4.93530 4.38668 2.59761 0.322
H -5.00353 5.01488 4.24106 0.405
H -5.29463 3.28457 3.99397 0.381
H -2.06711 3.41171 5.40184 0.274
H -3.01344 4.61750 5.61125 0.338
C 3.69856 2.40238 3.41838 0.266
O 3.95287 3.64888 3.87985 -0.456
C 2.86942 4.46042 4.33250 -0.354
C 3.39631 5.80328 4.74991 0.375
C 4.63604 6.35415 4.01357 -1.342
N 3.74608 5.70699 6.21170 -0.755
H 4.53402 2.04268 2.81777 0.188
H 2.83813 2.46290 2.75197 -0.564
H 3.61029 1.76191 4.29594 0.395
H 2.15050 4.66351 3.53877 0.054
H 2.27196 3.92133 5.06769 0.357
H 2.65035 6.59002 4.63715 0.321
H 4.56028 6.40411 2.92735 0.333
H 5.49811 5.71289 4.19720 0.291
H 4.84729 7.37171 4.34229 0.362
H 4.54466 5.10899 6.36907 0.284
H 2.97693 5.20132 6.62741 0.284
C 4.52317 4.75467 -2.46346 -0.692
O 3.75631 3.90102 -3.26081 -0.303
C 2.36464 4.02906 -3.02395 -0.588
C 1.69518 2.79724 -3.64476 1.226
C 1.79872 2.77916 -5.21560 -1.553
N 0.26398 2.79644 -3.38335 -0.550
H 5.57259 4.55340 -2.67865 0.237
H 4.28098 4.62973 -1.40807 0.233
H 4.25625 5.74892 -2.82170 0.307
H 2.14131 3.93353 -1.96137 0.096
H 2.00360 4.98962 -3.39149 0.386
H 2.22410 1.98998 -3.13815 0.030
H 1.60039 1.83097 -5.71531 0.183
H 2.77085 3.13466 -5.55719 0.447
H 1.13361 3.51732 -5.66378 0.417
H -0.05631 2.15315 -4.09306 0.323
H 0.24317 2.23559 -2.54364 -0.257
C 3.53938 -1.19052 2.21410 -0.728
O 2.75059 -0.60116 3.21295 -0.282
C 1.34478 -1.01831 3.32906 1.503
C 0.52715 -0.03754 4.26245 0.074
C -0.97312 -0.41357 4.54961 -1.185
N 0.56253 1.29691 3.80162 -0.099
H 3.09773 -1.14917 1.21844 0.154
H 3.91296 -2.18445 2.46037 0.279
H 4.37148 -0.50255 2.06449 0.330
H 0.87904 -1.03304 2.34368 -0.841
H 1.29929 -2.03908 3.70864 -0.272
H 1.01819 0.00423 5.23468 0.374
H -1.59944 -0.30718 3.66389 -0.008
H -1.37720 0.23128 5.32998 0.381
H -1.18917 -1.40363 4.95111 0.370
H -0.06446 1.33472 3.01070 -0.076
H 1.52162 1.45569 3.52769 -0.171
C -0.53843 -3.62483 1.93428 -0.823
O 0.46443 -4.08681 2.86273 -0.085
C -0.02001 -4.84748 3.90284 -1.017
C 1.22106 -5.41462 4.72206 0.509
C 0.64820 -6.45956 5.70619 -1.344
N 2.08218 -4.51528 5.42737 -0.703
H -0.92529 -4.47702 1.37551 0.458
H -0.13419 -2.86832 1.26168 -0.043
H -1.35389 -3.06586 2.39328 0.469
H -0.57497 -4.21126 4.59229 0.294
H -0.67431 -5.63344 3.52567 0.558
H 1.78692 -5.93955 3.95242 0.162
H 1.38247 -6.83996 6.41629 0.385
H 0.31720 -7.33303 5.14443 0.357
H -0.25932 -6.08753 6.18169 0.301
H 2.52972 -3.80634 4.86416 0.198
H 2.79776 -5.16348 5.72380 0.312
C -0.50904 -1.92125 -8.70345 -0.741
O 0.22283 -1.10240 -7.73575 -0.274
C 1.61292 -1.16962 -7.64289 -0.736
C 2.01613 -2.55069 -6.98440 0.370
C 1.24843 -2.83767 -5.70281 -1.161
N 3.39762 -2.55821 -6.53118 -0.717
H -1.56064 -1.63450 -8.70148 0.244
H -0.46293 -2.97015 -8.41059 0.288
H -0.07581 -1.74464 -9.68794 0.318
H 2.03410 -1.12116 -8.64706 0.330
H 2.13696 -0.42606 -7.04240 0.317
H 1.78520 -3.40606 -7.61932 0.344
H 0.39399 -3.44205 -6.00735 0.442
H 1.00270 -1.93443 -5.14435 0.208
H 1.77073 -3.48515 -4.99848 0.391
H 3.98987 -2.04474 -7.16810 0.293
H 3.37734 -1.93235 -5.73872 0.069
C 0.25468 -0.62643 -1.91476 0.288
O -0.06415 0.64295 -1.35100 -0.011
C -0.82711 0.58827 -0.09288 0.466
C -1.12059 1.99982 0.41966 0.502
C 0.06138 3.00919 0.34807 -1.359
N -1.58681 1.92042 1.73558 1.125
H 0.83635 -1.15399 -1.15882 -0.279
H 0.98719 -0.45182 -2.70282 0.248
H -0.60585 -1.18243 -2.28686 -0.069
H -1.81643 0.14261 -0.19636 -0.282
H -0.20393 0.00818 0.58775 -0.187
H -1.87444 2.33436 -0.29300 0.062
H 0.95164 2.70734 0.89981 -0.074
H -0.18002 3.96736 0.80822 0.293
H 0.39508 3.21158 -0.66967 -0.038
H -1.91344 2.83152 2.02423 -0.247
H -2.40718 1.33490 1.80073 -0.100
O -3.52671 2.38747 -3.75910 -0.588
C -3.66573 1.45792 -2.70733 -0.291
C -3.96765 0.03464 -3.11862 0.056
O -2.83457 -0.48760 -3.88660 -0.466
H -3.23506 3.20503 -3.34906 0.386
H -2.75161 1.47582 -2.11391 0.023
H -4.47198 1.74921 -2.03413 0.331
H -4.86852 -0.03777 -3.72797 0.303
H -4.08027 -0.51770 -2.18571 -0.211
H -2.41582 0.27843 -4.28591 0.301
O 5.15326 -3.84082 -2.47278 -0.550
C 3.87583 -3.40579 -1.85916 -0.239
C 3.79680 -1.89560 -1.92041 0.501
O 3.60670 -1.48568 -3.27460 -0.419
H 5.89471 -3.38987 -2.06230 0.326
H 3.02820 -3.83585 -2.39268 0.046
H 3.86539 -3.80118 -0.84346 0.303
H 4.70584 -1.49773 -1.46935 0.435
H 2.98389 -1.52070 -1.29851 -0.733
H 4.28333 -1.87187 -3.83552 0.342
```

Calculated values
LUMO   0.5 eV
Energy above the lowest of the compared OMol25 structures with the same formula, charge and spin   163.1 kcal per mole
Largest force on an atom   3.31 eV/Å

=====

| no. | E_tot (eV) |
| --- | --- |
| 1 | -79206.5580 |
| 2 | -83299.5640 |